{"formula": "C56H149AgF3N13O15", "method": "the ωB97M-V functional and the def2-TZVPD basis", "gap_ev": 2.301, "total_charge": 0, "homo_ev": -6.335, "symbols": ["Ag", "C", "O", "O", "C", "F", "F", "F", "C", "C", "H", "H", "H", "H", "H", "H", "C", "C", "C", "O", "C", "N", "H", "H", "H", "H", "H", "H", "H", "H", "H", "H", "H", "C", "C", "C", "O", "C", "N", "H", "H", "H", "H", "H", "H", "H", "H", "H", "H", "H", "C", "C", "C", "O", "C", "N", "H", "H", "H", "H", "H", "H", "H", "H", "H", "H", "H", "C", "C", "C", "O", "C", "N", "H", "H", "H", "H", "H", "H", "H", "H", "H", "H", "H", "C", "C", "C", "O", "C", "N", "H", "H", "H", "H", "H", "H", "H", "H", "H", "H", "H", "C", "C", "C", "O", "C", "N", "H", "H", "H", "H", "H", "H", "H", "H", "H", "H", "H", "C", "C", "C", "O", "C", "N", "H", "H", "H", "H", "H", "H", "H", "H", "H", "H", "H", "C", "C", "C", "O", "C", "N", "H", "H", "H", "H", "H", "H", "H", "H", "H", "H", "H", "C", "C", "C", "O", "C", "N", "H", "H", "H", "H", "H", "H", "H", "H", "H", "H", "H", "C", "C", "C", "O", "C", "N", "H", "H", "H", "H", "H", "H", "H", "H", "H", "H", "H", "C", "C", "C", "O", "C", "N", "H", "H", "H", "H", "H", "H", "H", "H", "H", "H", "H", "C", "C", "C", "O", "C", "N", "H", "H", "H", "H", "H", "H", "H", "H", "H", "H", "H", "C", "C", "C", "O", "C", "N", "H", "H", "H", "H", "H", "H", "H", "H", "H", "H", "H"], "positions_angstrom": [[-0.607, 7.525, -0.315], [-0.647, 0.242, -1.058], [0.734, -0.060, -1.170], [-0.746, 1.609, -0.912], [-1.550, -0.509, -2.086], [-2.859, -0.331, -1.986], [-1.114, -0.404, -3.356], [-1.469, -1.787, -1.790], [1.209, -1.323, -0.741], [2.753, -1.249, -0.868], [3.132, -2.077, -0.270], [2.997, -1.428, -1.915], [3.201, -0.342, -0.461], [0.860, -2.196, -1.293], [0.967, -1.492, 0.308], [-0.917, -0.190, -0.094], [12.650, -1.128, -7.722], [11.754, -2.349, -7.634], [10.866, -2.361, -6.327], [11.644, -2.486, -5.131], [10.723, -2.274, -4.003], [10.822, -2.479, -8.774], [13.283, -1.241, -8.602], [13.252, -1.109, -6.813], [12.119, -0.184, -7.845], [12.355, -3.258, -7.664], [10.245, -3.251, -6.436], [10.239, -1.470, -6.295], [11.161, -2.727, -3.114], [9.719, -2.687, -4.093], [10.513, -1.222, -3.808], [11.338, -2.841, -9.563], [10.131, -3.208, -8.661], [0.188, 5.558, -7.438], [-0.031, 7.009, -6.867], [-0.345, 8.067, -7.953], [0.730, 8.270, -8.875], [0.269, 9.020, -9.976], [-1.123, 7.026, -5.895], [-0.524, 5.344, -8.236], [0.050, 4.762, -6.706], [1.186, 5.397, -7.845], [0.870, 7.166, -6.275], [-0.603, 8.979, -7.414], [-1.225, 7.641, -8.434], [-0.601, 8.612, -10.491], [1.191, 9.106, -10.550], [0.135, 10.073, -9.727], [-2.001, 6.830, -6.354], [-1.158, 6.205, -5.308], [0.384, -9.418, 1.825], [1.277, -10.581, 1.489], [0.780, -11.925, 2.036], [0.514, -11.863, 3.408], [0.034, -12.995, 3.989], [1.202, -10.703, 0.029], [0.793, -8.429, 1.615], [0.273, -9.466, 2.908], [-0.671, -9.344, 1.561], [2.293, -10.283, 1.746], [1.536, -12.708, 1.987], [-0.054, -12.237, 1.408], [-0.915, -13.420, 3.662], [-0.194, -12.791, 5.035], [0.785, -13.783, 4.045], [1.654, -11.576, -0.203], [0.254, -11.019, -0.117], [1.792, -1.628, 7.059], [2.345, -1.927, 8.448], [2.950, -3.369, 8.635], [1.946, -4.377, 8.598], [2.574, -5.692, 8.560], [3.327, -0.889, 8.643], [1.250, -0.683, 7.049], [1.145, -2.475, 6.828], [2.478, -1.630, 6.212], [1.590, -1.691, 9.199], [3.476, -3.369, 9.590], [3.693, -3.512, 7.851], [3.293, -5.783, 7.746], [1.819, -6.451, 8.355], [3.011, -5.938, 9.528], [2.919, -0.148, 8.091], [3.290, -0.615, 9.614], [-8.219, -4.098, 3.004], [-9.747, -4.115, 2.481], [-10.649, -5.087, 3.312], [-10.195, -6.429, 3.189], [-10.835, -7.371, 4.122], [-10.162, -2.753, 2.435], [-7.503, -3.483, 2.457], [-7.908, -5.143, 2.996], [-8.165, -3.772, 4.043], [-9.781, -4.494, 1.460], [-11.598, -5.165, 2.782], [-10.815, -4.753, 4.337], [-10.702, -6.897, 5.095], [-10.480, -8.401, 4.116], [-11.919, -7.398, 4.019], [-9.918, -2.270, 3.288], [-9.547, -2.311, 1.766], [-11.138, -8.478, -6.458], [-9.714, -8.628, -5.915], [-9.376, -7.729, -4.689], [-8.004, -8.019, -4.318], [-7.460, -7.173, -3.349], [-9.660, -10.027, -5.583], [-11.152, -7.611, -7.119], [-11.926, -8.339, -5.718], [-11.370, -9.309, -7.124], [-9.000, -8.454, -6.720], [-10.047, -7.823, -3.835], [-9.386, -6.688, -5.012], [-7.553, -6.097, -3.499], [-6.434, -7.482, -3.149], [-7.969, -7.407, -2.414], [-10.441, -10.247, -4.982], [-8.831, -10.154, -5.021], [-13.768, 6.609, -1.111], [-13.136, 7.473, -2.246], [-12.202, 6.568, -3.106], [-11.000, 6.247, -2.450], [-10.751, 4.910, -2.143], [-14.181, 8.043, -3.021], [-14.247, 5.716, -1.513], [-14.527, 7.168, -0.565], [-12.961, 6.389, -0.412], [-12.487, 8.256, -1.854], [-11.849, 7.131, -3.970], [-12.599, 5.649, -3.538], [-10.579, 4.376, -3.078], [-11.541, 4.391, -1.600], [-9.759, 4.814, -1.700], [-14.930, 7.439, -3.327], [-13.804, 8.418, -3.880], [3.083, 7.464, 4.843], [2.197, 6.225, 4.703], [0.809, 6.272, 5.378], [0.909, 6.484, 6.803], [-0.253, 6.417, 7.542], [2.114, 5.866, 3.280], [3.801, 7.542, 4.027], [3.620, 7.439, 5.792], [2.380, 8.277, 4.662], [2.762, 5.415, 5.165], [0.246, 5.345, 5.273], [0.102, 6.958, 4.912], [-0.053, 6.751, 8.560], [-0.686, 5.421, 7.636], [-1.026, 7.127, 7.247], [1.547, 5.098, 2.951], [3.032, 5.630, 2.931], [-7.094, 8.282, 2.496], [-6.430, 6.920, 2.583], [-7.385, 5.808, 2.936], [-6.870, 4.451, 2.671], [-5.764, 4.118, 3.442], [-5.705, 6.697, 1.328], [-7.401, 8.587, 3.497], [-7.929, 8.378, 1.802], [-6.368, 8.988, 2.093], [-5.693, 6.877, 3.385], [-8.177, 5.875, 2.190], [-7.776, 5.922, 3.947], [-5.520, 3.056, 3.403], [-5.870, 4.456, 4.473], [-4.878, 4.629, 3.065], [-5.414, 5.746, 1.150], [-6.465, 6.828, 0.676], [-6.497, 4.376, -9.607], [-6.914, 3.925, -8.192], [-6.442, 2.531, -7.716], [-7.234, 1.542, -8.392], [-6.967, 0.216, -7.973], [-6.425, 4.942, -7.236], [-6.780, 3.586, -10.303], [-5.442, 4.603, -9.762], [-7.164, 5.162, -9.959], [-7.987, 4.034, -8.038], [-6.451, 2.468, -6.628], [-5.399, 2.399, -8.003], [-7.690, -0.511, -8.343], [-7.072, 0.049, -6.901], [-5.943, -0.093, -8.185], [-6.835, 5.799, -7.581], [-6.975, 4.925, -6.389], [10.870, -7.622, 7.057], [11.222, -7.497, 5.598], [10.738, -6.159, 4.886], [9.352, -5.949, 5.072], [8.471, -6.732, 4.274], [12.640, -7.666, 5.438], [11.066, -8.627, 7.430], [9.804, -7.411, 7.130], [11.466, -6.876, 7.583], [10.700, -8.327, 5.122], [10.972, -6.251, 3.825], [11.305, -5.337, 5.322], [8.571, -6.315, 3.272], [7.444, -6.587, 4.610], [8.652, -7.805, 4.325], [13.081, -7.056, 6.111], [12.952, -7.342, 4.533], [9.142, 2.681, 4.941], [9.848, 2.303, 6.278], [9.708, 3.346, 7.428], [10.309, 4.571, 7.043], [9.922, 5.688, 7.790], [9.387, 1.037, 6.835], [9.741, 3.399, 4.381], [8.171, 3.102, 5.204], [8.960, 1.804, 4.321], [10.907, 2.209, 6.036], [10.163, 2.992, 8.353], [8.679, 3.561, 7.713], [9.964, 5.507, 8.864], [8.901, 5.894, 7.469], [10.456, 6.587, 7.482], [8.627, 1.255, 7.465], [9.057, 0.389, 6.134], [6.969, 3.686, -3.523], [7.930, 3.983, -2.365], [9.341, 4.136, -2.911], [10.212, 4.236, -1.792], [11.587, 3.910, -2.074], [7.525, 5.205, -1.788], [5.929, 3.576, -3.213], [7.169, 2.714, -3.972], [7.054, 4.375, -4.364], [7.931, 3.073, -1.765], [9.505, 5.015, -3.534], [9.589, 3.252, -3.499], [12.192, 3.729, -1.186], [11.957, 4.724, -2.697], [11.615, 3.018, -2.699], [8.269, 5.370, -1.125], [7.666, 5.880, -2.526]], "atomic_forces_ev_per_a": [[0.02, -0.25, 0.01], [0.30, 3.38, 1.62], [0.01, -0.91, -1.26], [-0.71, -2.00, -1.04], [1.27, 0.25, 0.24], [-0.76, 1.80, -0.46], [-0.56, 0.57, -0.10], [0.96, -2.66, 0.38], [1.36, 0.80, 0.31], [-0.95, -0.91, 0.17], [0.29, -0.17, -0.12], [0.36, 0.31, 0.08], [-0.31, 0.12, -0.26], [-0.23, 0.17, -0.29], [-0.33, 0.08, 0.28], [-0.71, -0.58, 0.50], [-0.05, -0.43, -0.29], [-1.33, -0.35, 0.92], [1.35, -0.51, -1.08], [-1.98, 0.48, 0.67], [0.84, -0.14, -0.10], [0.08, 0.52, -0.41], [0.28, 0.11, 0.08], [0.16, 0.17, -0.13], [-0.27, -0.12, 0.17], [0.45, 0.03, 0.70], [-0.40, -0.05, 0.21], [-0.05, 0.15, -0.08], [0.21, 0.12, -0.14], [0.11, -0.59, -0.68], [0.51, 0.32, -0.18], [0.29, 0.35, -0.31], [-0.20, -0.04, 0.66], [-0.14, 0.58, -0.46], [0.62, -2.03, 0.05], [0.97, -1.02, 1.14], [-1.58, -0.50, 0.93], [1.85, 0.75, 0.03], [-1.03, 0.21, 0.09], [-0.11, 0.05, -0.15], [-0.07, 0.30, 0.39], [0.04, 0.29, -0.12], [0.16, 0.80, -0.27], [-0.09, 0.30, -0.24], [-0.24, 0.31, -0.50], [0.16, -0.16, -0.06], [-0.41, -0.42, -0.93], [-0.76, 0.14, 0.45], [-0.43, 0.58, -0.71], [1.04, -0.20, 0.39], [-0.47, 0.85, 2.40], [-1.01, 0.26, -1.38], [1.10, 0.00, 0.85], [-0.71, 1.78, -0.15], [-0.31, -1.36, 1.82], [0.35, -0.75, -0.37], [0.36, -0.26, -0.28], [0.19, 0.34, 0.38], [0.04, -0.84, -0.94], [0.03, -0.47, 0.31], [0.44, -0.11, -0.87], [-0.55, -0.06, 0.31], [-0.07, 0.16, -0.96], [0.21, 0.41, 0.14], [0.17, -0.36, -0.39], [0.88, -0.17, -0.42], [-0.64, 0.57, -0.45], [-0.97, -1.73, -0.14], [0.08, -0.47, -0.52], [-0.77, 1.35, -0.12], [0.97, -0.79, -0.28], [-0.94, 0.60, 0.01], [1.01, 0.20, 0.28], [-0.21, -0.13, 0.02], [-0.63, 0.30, -0.21], [0.68, 0.14, 0.46], [-0.71, -0.98, -0.13], [0.10, -0.14, 0.25], [0.10, -0.09, -0.20], [0.28, 0.29, 0.09], [-0.30, 0.30, 0.08], [0.30, 0.13, 0.00], [0.66, 0.69, 0.32], [0.37, 0.34, 0.09], [-1.43, -1.65, -0.07], [2.62, -0.89, 1.13], [-0.44, -0.09, -1.45], [0.64, -1.57, 0.81], [-0.11, 2.21, 0.10], [-1.18, 1.02, -0.16], [-0.40, -0.03, -0.43], [0.49, 0.02, 0.01], [-0.31, 0.10, 0.13], [0.19, -0.12, -0.01], [-0.56, 0.96, 0.26], [0.22, -0.06, 0.26], [0.25, -0.49, 0.44], [0.58, 0.45, -0.50], [-0.20, 0.03, -0.59], [-0.18, -0.09, 0.42], [-0.19, 0.20, -0.36], [0.37, 1.41, -0.93], [-1.25, -0.24, 0.84], [1.36, 0.31, -1.14], [-0.78, -0.13, -1.08], [-0.34, -0.75, 1.35], [0.98, -0.75, 0.50], [-0.30, 0.31, 0.08], [0.16, -0.19, 0.20], [0.04, -0.19, 0.32], [0.11, 0.28, 0.13], [-0.17, -0.39, 0.06], [-0.24, 0.32, -0.01], [0.07, 0.05, -0.55], [0.12, 0.24, -0.49], [-0.22, 0.30, 0.45], [-0.18, -0.14, 0.12], [0.27, -0.45, 0.14], [0.75, 1.11, -0.18], [-0.15, -2.61, 0.26], [0.77, 0.34, -0.29], [0.46, 0.63, 1.22], [0.54, -0.57, -1.14], [-0.57, 1.17, -1.06], [0.23, -0.11, -0.02], [0.03, 0.14, -0.06], [-0.18, -0.49, 0.06], [-0.14, 0.06, 0.21], [-0.35, 0.44, -0.27], [-0.84, -0.06, 0.28], [-0.39, -0.41, -0.37], [0.02, 0.17, 0.34], [-0.30, 0.32, 0.70], [0.09, -0.49, 0.44], [0.04, 0.36, -0.13], [-1.08, -0.11, -0.52], [0.54, -1.57, 0.13], [-0.53, -0.41, 0.78], [1.42, 0.42, -1.22], [-0.81, 0.40, 0.85], [-0.29, 0.76, -1.00], [0.10, -0.36, 0.04], [-0.37, 0.52, 0.01], [0.41, 0.66, 0.63], [-0.22, -0.21, 0.65], [0.45, -0.69, -0.35], [0.31, 0.90, -0.05], [0.51, -0.17, 0.06], [-0.02, -0.28, -0.36], [-0.21, 0.00, -0.67], [-0.46, -0.15, 0.84], [0.20, 0.28, 0.10], [0.43, 0.21, 0.41], [1.31, -0.75, 0.36], [-0.32, -1.38, -1.64], [-1.05, 1.26, 0.28], [0.99, 0.47, 0.27], [-0.69, 0.51, -0.38], [-0.16, 0.25, -0.13], [-0.27, -0.58, 0.09], [0.18, 0.08, 0.35], [0.28, 0.68, 0.13], [-0.50, -0.11, 0.30], [0.00, -0.24, 0.14], [-0.51, -0.03, -0.04], [-0.15, -0.23, 0.32], [0.37, 0.12, -0.06], [-0.03, -0.34, 0.53], [0.17, 0.10, -0.95], [-1.18, -1.23, -0.12], [0.16, 0.56, 0.88], [-0.14, 0.31, -1.43], [-0.05, -0.06, 0.71], [0.14, -0.21, 0.70], [0.34, 0.71, 0.15], [0.30, -0.37, -0.02], [-0.10, 0.12, 0.39], [0.36, 0.56, 0.31], [-0.40, -0.98, -0.92], [-0.51, -0.17, 0.15], [0.30, 0.00, -0.07], [0.05, 0.42, -0.81], [0.01, 0.62, 0.49], [0.09, -0.03, -0.44], [0.53, 0.64, -0.57], [0.11, -0.87, 0.63], [-0.34, 0.59, -0.40], [-0.71, 0.33, -0.98], [-0.37, -1.88, 1.04], [-0.21, 0.23, 0.69], [0.47, 0.67, -0.06], [0.56, -0.05, 0.00], [0.15, 0.13, -0.01], [0.05, 0.11, 0.45], [-0.20, -0.02, 0.52], [0.08, -0.09, -0.45], [0.15, 0.08, -0.26], [-0.28, 0.25, 0.00], [-0.25, -0.57, -0.43], [0.16, 0.30, 0.17], [0.32, -0.03, -0.17], [0.36, 0.04, 0.14], [0.06, -0.09, -0.27], [0.07, 0.24, 1.19], [-0.09, 0.26, -0.26], [0.33, 0.52, -0.64], [1.08, -0.46, -0.58], [-1.05, -0.05, -0.58], [0.04, 0.23, 0.42], [-0.19, 0.08, 0.02], [-0.14, 0.19, -0.29], [0.20, -0.08, 0.06], [0.20, 0.05, 0.24], [0.36, -0.36, 0.00], [-0.62, -0.26, -0.39], [0.12, 0.17, 0.13], [-0.55, 0.22, 0.56], [0.56, -0.36, 0.16], [-0.30, -0.44, 0.03], [-0.05, 0.06, -0.05], [0.07, -1.06, -0.48], [-0.20, -1.01, -3.03], [0.81, -0.93, 0.45], [0.71, -0.56, 0.72], [-1.21, 0.34, -1.01], [-0.18, 0.54, 1.69], [0.04, 0.54, 0.24], [0.35, -0.19, 0.01], [-0.11, 0.42, 0.19], [-0.10, 0.49, 0.80], [-0.42, 0.24, -0.30], [0.21, -0.22, -0.18], [-0.43, 0.36, 0.11], [0.62, 0.09, 0.17], [0.08, -0.28, 0.04], [-0.06, 0.76, 0.56], [-0.19, 0.48, 0.00]], "lowdin_charge": [0.660, -0.460, -0.093, -0.149, -0.597, 0.151, 0.139, 0.128, -0.274, -0.074, 0.062, 0.069, 0.072, 0.108, 0.109, 0.140, -0.066, -0.422, -0.208, -0.180, -0.093, 0.016, 0.071, 0.076, 0.079, 0.129, 0.113, 0.124, 0.082, 0.079, 0.078, 0.064, 0.058, -0.058, -0.411, -0.204, -0.175, -0.124, 0.009, 0.070, 0.067, 0.069, 0.127, 0.122, 0.118, 0.091, 0.089, 0.082, 0.065, 0.062, -0.078, -0.419, -0.205, -0.173, -0.156, 0.018, 0.081, 0.069, 0.083, 0.143, 0.126, 0.125, 0.090, 0.089, 0.088, 0.061, 0.058, -0.076, -0.437, -0.196, -0.189, -0.089, 0.014, 0.077, 0.075, 0.085, 0.133, 0.116, 0.119, 0.082, 0.081, 0.083, 0.053, 0.070, -0.053, -0.404, -0.201, -0.214, -0.070, 0.010, 0.066, 0.058, 0.066, 0.132, 0.119, 0.120, 0.075, 0.084, 0.076, 0.067, 0.070, -0.077, -0.433, -0.164, -0.209, -0.131, 0.020, 0.069, 0.077, 0.077, 0.138, 0.124, 0.117, 0.087, 0.090, 0.081, 0.071, 0.064, -0.053, -0.429, -0.210, -0.200, -0.125, 0.024, 0.077, 0.070, 0.072, 0.138, 0.115, 0.123, 0.080, 0.088, 0.087, 0.076, 0.067, -0.055, -0.429, -0.172, -0.183, -0.150, 0.012, 0.070, 0.082, 0.079, 0.127, 0.116, 0.117, 0.087, 0.087, 0.084, 0.065, 0.068, -0.063, -0.480, -0.166, -0.190, -0.145, 0.045, 0.081, 0.081, 0.077, 0.126, 0.124, 0.128, 0.094, 0.088, 0.074, 0.061, 0.067, -0.057, -0.417, -0.183, -0.184, -0.124, 0.003, 0.072, 0.079, 0.071, 0.130, 0.120, 0.124, 0.085, 0.078, 0.086, 0.058, 0.060, -0.060, -0.470, -0.181, -0.207, -0.094, 0.030, 0.083, 0.077, 0.080, 0.119, 0.114, 0.123, 0.087, 0.087, 0.080, 0.065, 0.066, -0.053, -0.412, -0.204, -0.199, -0.120, 0.025, 0.072, 0.072, 0.066, 0.126, 0.123, 0.116, 0.089, 0.083, 0.088, 0.062, 0.066, -0.073, -0.468, -0.224, -0.209, -0.081, 0.044, 0.079, 0.071, 0.077, 0.147, 0.129, 0.117, 0.088, 0.083, 0.076, 0.069, 0.076]}